#w
HN3O2 | ωB97M-V with the def2-TZVPD basis set

## Properties
Highest occupied orbital energy = -10.76 eV
SMILES = [H]/N=N/[N+](=O)[O-]
Frontier orbital gap = 0.354 hartree

Structure (ORCA input):
```
! RIJCOSX wB97M-V def2-TZVPD def2/J DEFGRID3
* xyz 0 1
N 0.38320 0.52488 0.18839
O -1.72735 0.82214 -0.47613
N -0.83750 0.04500 -0.47228
O -0.80501 -1.07549 -0.90757
H 1.90773 0.01168 0.97733
N 1.07893 -0.32822 0.69025
*
```

#x
HN3O2 | ωB97M-V with the def2-TZVPD basis set

## Properties
Highest occupied orbital energy = -10.74 eV
SMILES = O=NO.N#N
Frontier orbital gap = 0.396 hartree

Structure (ORCA input):
```
! RIJCOSX wB97M-V def2-TZVPD def2/J DEFGRID3
* xyz 0 1
N -1.11287 0.65739 0.08607
O -0.59096 -0.63347 0.01774
N 1.60161 0.15978 0.46048
N 2.20929 -0.29300 -0.32027
O -1.04641 1.21146 -0.95089
H -1.06065 -1.10216 0.70686
*
```

#x has the most favorable energy; the next structure is 3.109 eV above.

#w
C5H9O | ωB97M-V with the def2-TZVPD basis set

## Properties
Highest occupied orbital energy = -14.12 eV
Frontier orbital gap = 0.297 hartree

Structure (ORCA input):
```
! RIJCOSX wB97M-V def2-TZVPD def2/J DEFGRID3
* xyz 1 1
O -1.65928 -0.58085 -0.34178
C 2.02973 -0.35321 -0.16797
H 0.94742 2.12282 -0.07335
C -0.45292 -1.17101 -0.01636
C 0.18824 1.26884 -0.27475
H 2.48434 -0.86475 -1.07348
H 2.25600 -1.05694 0.63035
H -3.07446 0.76065 -0.36706
H -1.91187 0.86902 1.24534
C 0.54402 -0.03629 -0.21578
H -0.53026 -1.23400 1.55763
H -0.37123 -2.23391 -0.45872
H 2.44834 0.57615 0.03250
H -0.69884 1.53662 -0.70867
C -2.19923 0.39686 0.23209
*
```

#x
C5H9O | ωB97M-V with the def2-TZVPD basis set

## Properties
Highest occupied orbital energy = -14.34 eV
Frontier orbital gap = 0.351 hartree

Structure (ORCA input):
```
! RIJCOSX wB97M-V def2-TZVPD def2/J DEFGRID3
* xyz 1 1
O 1.30380 -0.06458 0.21991
C -1.56393 0.12891 -0.16293
H 2.55062 -1.38967 0.90176
H 3.17642 0.36409 0.86126
H -2.53880 0.53193 1.63339
H -1.53612 -0.74277 -2.07952
H -3.09933 -0.75495 -1.31428
C 0.61889 0.31881 -0.73926
C 2.64716 -0.44939 0.30920
H -0.60071 0.14217 1.58556
H 1.00117 0.42970 -1.69469
H 3.03618 -0.52222 -0.66258
H -1.42693 1.76784 1.11787
C -2.10177 -0.43083 -1.14084
C -1.46666 0.67096 1.16517
*
```

#w has the most favorable energy; the next structure is 0.172 eV above.

#w
C15H19N3OS | ωB97M-V with the def2-TZVPD basis set

## Properties
Highest occupied orbital energy = -8.54 eV
SMILES = CCNC(=O)N1CCC(c2nc3ccccc3s2)CC1
Frontier orbital gap = 0.333 hartree

Structure (ORCA input):
```
! RIJCOSX wB97M-V def2-TZVPD def2/J DEFGRID3
* xyz 0 1
H -2.56559 -0.81548 0.66954
H 4.00902 2.89900 0.25204
N 1.44232 -0.85781 -0.19757
H 1.06034 2.00768 3.22355
H 0.36049 2.61928 -0.73058
S 0.01221 -0.56188 1.93632
C -0.15356 -2.69847 0.06352
C 2.89670 1.11657 -0.09821
C 3.22898 2.24803 0.61686
H 0.89059 -2.55947 -1.80627
C 1.56866 1.76358 2.30326
H -0.38344 4.21198 -0.56166
C 0.49144 -1.40939 0.44344
N -1.67013 -1.03520 -1.20877
H -2.03383 -3.70921 0.18670
C -1.61312 -2.75966 0.51930
H -0.21229 -3.94075 -1.70445
H 0.41147 -3.50217 0.55255
H -1.67553 -2.72863 1.60807
H -0.49351 3.04342 0.75802
H -2.64721 3.16288 -0.53082
C -1.20146 -2.05487 -2.12097
N -1.98852 1.20814 -0.65967
H -1.76134 2.72376 -2.01411
H 2.85810 3.45815 2.34554
C 2.57566 2.56761 1.80482
C -1.54016 0.28186 -1.56806
H -0.83845 -1.55029 -3.01614
C -1.78578 2.61650 -0.92828
H 3.39292 0.85806 -1.01952
C -0.08785 -2.88599 -1.45847
C -0.49306 3.15729 -0.32503
C -2.39831 -1.57915 -0.08855
H -2.04748 -2.69666 -2.39550
C 1.22789 0.62979 1.58738
H -1.99511 0.96202 0.31745
H -3.38641 -1.92460 -0.42680
O -1.09507 0.60203 -2.65386
C 1.88688 0.29143 0.38512
*
```

#x
C15H19N3OS | ωB97M-V with the def2-TZVPD basis set

## Properties
Highest occupied orbital energy = -9.08 eV
SMILES = CC(C)CC(=O)Nc1nnc(CCc2ccccc2)s1
Frontier orbital gap = 0.348 hartree

Structure (ORCA input):
```
! RIJCOSX wB97M-V def2-TZVPD def2/J DEFGRID3
* xyz 0 1
C -2.65497 4.75495 -3.24807
H -2.69962 4.78359 -4.32708
S 0.73161 -0.50192 0.05024
C -2.73152 5.92957 -2.51968
H -2.50285 4.63762 0.59222
C 4.64808 -4.06888 0.90553
H -2.75067 2.19902 0.48359
C 0.12738 -1.44986 1.40613
C 1.66995 -3.45733 1.46037
C 2.44900 -3.00424 0.25479
N -1.27489 0.23742 1.43896
H 2.86589 -2.01717 0.47638
C 3.58419 -3.94284 -0.18149
N 0.63299 -2.62858 1.86071
C -2.52265 3.54186 -2.59576
H 2.29960 -5.21998 -1.36897
C -0.78878 1.87412 -0.32636
H -2.46663 2.62683 -3.16880
N -0.89618 -0.90728 1.98195
H 5.47494 -4.67874 0.55010
C 3.04730 -5.31382 -0.58370
H -0.30107 1.79437 -1.30000
H 1.74470 -2.88421 -0.57384
H 3.85665 -5.93785 -0.95455
C -2.46833 3.48587 -1.20917
H 2.59653 -5.80661 0.27241
H -0.32058 2.70397 0.21308
H 0.12839 -2.97712 2.67191
H -2.83641 6.87679 -3.02769
C -2.28586 2.17364 -0.50204
C -2.67571 5.88443 -1.13699
O 1.85953 -4.46098 2.10244
C -0.57530 0.62518 0.44160
C -2.54296 4.67024 -0.48735
H 4.22781 -4.53879 1.78955
H -2.74481 1.36719 -1.07662
H 4.04548 -3.48080 -1.06355
H -2.73715 6.79770 -0.56332
H 5.03728 -3.09006 1.17931
*
```

#w has the most favorable energy; the next structure is 1.288 eV above.

#w
C2H8NS | ωB97M-V with the def2-TZVPD basis set

## Properties
Highest occupied orbital energy = -2.80 eV
Frontier orbital gap = 0.253 hartree

Structure (ORCA input):
```
! RIJCOSX wB97M-V def2-TZVPD def2/J DEFGRID3
* xyz -1 1
H 3.59289 -0.10458 -0.76194
H -1.22830 -0.29072 2.46114
H -1.76928 -0.31986 -1.30206
H -1.82113 -1.34606 1.10200
H -0.14840 -1.02005 1.14704
H -0.14594 0.68906 0.08349
C -1.08660 -0.53277 1.36899
S 2.11079 -0.25083 -0.51371
N -1.15977 0.65660 0.45189
H -3.12257 0.47864 -0.29769
H -2.02480 1.28741 -1.43794
C -2.07785 0.53997 -0.69198
*
```

#x
C2H8NS | ωB97M-V with the def2-TZVPD basis set

## Properties
Highest occupied orbital energy = -2.18 eV
Frontier orbital gap = 0.225 hartree

Structure (ORCA input):
```
! RIJCOSX wB97M-V def2-TZVPD def2/J DEFGRID3
* xyz -1 1
H -1.51080 -0.12403 0.62781
C 0.09511 0.40344 1.94706
H -1.95940 1.18359 1.71396
H 0.49341 -1.68480 -2.27673
H 0.94660 0.41689 1.27132
H 0.30315 1.12645 2.74384
S -0.75688 2.21766 0.01970
C -1.13030 0.76733 1.13961
N 0.97885 -1.58331 -3.13113
H -0.06559 -0.50636 2.54398
H 0.64554 -0.76822 -3.61735
H 1.96030 -1.44863 -2.98207
*
```

#x has the most favorable energy; the next structure is 0.677 eV above.

#w
C2H8NS | ωB97M-V with the def2-TZVPD basis set

## Properties
Highest occupied orbital energy = -2.50 eV
Frontier orbital gap = 0.254 hartree

Structure (ORCA input):
```
! RIJCOSX wB97M-V def2-TZVPD def2/J DEFGRID3
* xyz -1 1
H 2.07487 1.86714 -0.27440
H -2.96233 -0.72871 0.02789
C 1.11834 1.26985 -0.57912
S 0.43838 -1.47522 -0.88681
H 1.26711 1.31672 -1.62932
H -1.60907 -1.69709 0.13364
H 2.20532 -0.21100 0.36866
C 1.13043 -0.05425 0.11840
H 0.11536 1.78702 -0.28062
N -2.41883 -1.36687 0.63272
H 0.56768 0.08231 1.07251
H -1.92728 -0.78992 1.29644
*
```

#x
C2H8NS | ωB97M-V with the def2-TZVPD basis set

## Properties
Highest occupied orbital energy = -2.37 eV
Frontier orbital gap = 0.252 hartree

Structure (ORCA input):
```
! RIJCOSX wB97M-V def2-TZVPD def2/J DEFGRID3
* xyz -1 1
H 1.33796 -0.10235 1.64029
H -2.99243 1.87632 0.44179
H 1.89749 -0.66239 -1.29251
H -3.45097 0.54530 -0.24369
C 1.91296 -0.53263 0.81897
H 2.87695 -0.07492 0.58007
H 0.95500 -1.86160 -0.56128
C 1.16639 -0.78787 -0.47099
H -2.36773 1.37621 -1.01987
H 2.20299 -1.48273 1.30744
N -3.21259 1.50916 -0.46818
S -0.32603 0.19750 -0.73203
*
```

#y
C2H8NS | ωB97M-V with the def2-TZVPD basis set

## Properties
Highest occupied orbital energy = -2.69 eV
Frontier orbital gap = 0.249 hartree

Structure (ORCA input):
```
! RIJCOSX wB97M-V def2-TZVPD def2/J DEFGRID3
* xyz -1 1
H 0.20524 -1.92321 1.24812
S 0.90055 1.61023 -2.78858
C -0.70637 -1.38648 0.91534
H 0.20030 2.49299 -2.10846
H -1.41605 -2.10728 0.36090
H -0.15898 -0.26501 -0.98941
H -0.97449 0.59205 0.36277
C -0.18911 -0.10916 0.13066
H 1.60363 0.31844 -0.28674
H 0.87475 1.36636 0.83532
N 1.01472 0.38092 0.58063
H -1.35420 -0.96984 1.73945
*
```

#x has the most favorable energy; the next structure is 0.153 eV above.